Here is C15H18F5GeNOPdSe as an isolated structure from OMol25. Energies are from ωB97M-V/def2-TZVPD.

As for the molar mass: 581.30 g/mol. Its spin multiplicity is 3. For the HOMO-LUMO gap (alpha / beta), the calculation gives 4.84 / 6.91 eV. Its max |F| is 0.756 eV Å⁻¹. As for the LUMO energy (alpha / beta): 5.13 / 5.11 eV. As for the net charge: -2. The value obtained for the total energy is -5817.9022 a.u. The value obtained for the energy above the lowest of the compared OMol25 structures with the same formula, charge and spin is 0.000 eV. The expectation value of S² is 2.0326.

Last column: Löwdin spin population.
Element x y z (Å)
Pd (-0.697, 1.111, 0.702)  0.043
C (1.659, -2.009, 2.106)  0.026
Ge (1.934, -0.082, 1.783)  0.090
C (1.240, 0.767, 3.425)  -0.001
C (3.922, 0.075, 1.893)  0.005
C (1.231, 0.884, 0.277)  0.715
H (2.292, -2.302, 2.951)  0.003
H (1.910, -2.621, 1.235)  0.000
H (0.608, -2.171, 2.350)  0.000
H (1.552, 0.239, 4.333)  -0.001
H (0.155, 0.776, 3.385)  0.001
H (1.570, 1.806, 3.486)  0.000
H (4.310, -0.406, 2.798)  0.000
H (4.223, 1.128, 1.896)  0.001
H (4.383, -0.406, 1.024)  0.000
H (1.547, 0.662, -0.743)  0.048
F (-1.882, 3.628, 0.634)  -0.001
C (-0.653, 3.075, 0.967)  0.010
F (-0.408, 3.524, 2.255)  0.001
C (0.323, 3.923, 0.116)  0.006
F (0.028, 5.249, 0.190)  0.001
F (1.591, 3.809, 0.539)  0.020
F (0.279, 3.606, -1.184)  0.002
Se (-3.003, 0.658, 1.738)  0.002
C (-4.403, 1.722, 1.262)  0.001
N (-5.344, 2.344, 0.983)  0.000
C (-1.022, -3.243, -0.201)  0.028
C (-0.932, -1.780, -0.594)  0.237
O (-0.753, -0.990, 0.409)  0.235
C (-1.039, -1.447, -1.969)  0.088
C (-1.034, -0.109, -2.468)  0.102
C (-1.104, 0.164, -3.814)  0.015
C (-1.190, -0.861, -4.771)  0.158
C (-1.216, -2.180, -4.313)  0.010
C (-1.148, -2.474, -2.965)  0.110
H (-1.010, -3.302, 0.884)  0.000
H (-0.179, -3.827, -0.592)  0.010
H (-1.946, -3.704, -0.570)  0.008
H (-0.987, 0.711, -1.778)  0.007
H (-1.100, 1.199, -4.139)  -0.003
H (-1.243, -0.636, -5.830)  0.014
H (-1.293, -2.994, -5.027)  -0.004
H (-1.172, -3.511, -2.661)  0.011